8 unconnected molecules or ions with the total composition C44H69F5N11O2S, computed with wB97M-V/def2-TZVPD.

## Properties
Net charge   +1
E_LUMO   -3.10 eV
HOMO level   -10.06 eV
Total energy   -3367.81969 hartree

Last column: Löwdin charge in e.
Atoms and positions in Å:
C1 3.883 -3.080 0.073  0.04
C2 3.174 -1.923 0.385  -0.14
C3 2.205 -1.398 -0.621  -0.10
N1 2.128 0.074 -0.811  0.11
C4 1.891 0.523 -2.024  -0.30
N2 2.441 -0.055 -3.112  0.19
N3 1.002 1.601 -2.049  0.00
S1 1.568 2.959 -2.900  0.78
O1 2.192 2.411 -4.073  -0.27
O2 2.493 3.784 -2.200  -0.22
C5 0.131 3.922 -3.609  -0.43
F1 -0.978 3.161 -3.596  0.12
F2 0.420 4.120 -4.886  0.15
C6 -0.236 5.315 -2.966  -0.57
F3 -1.295 5.200 -2.165  0.17
F4 0.751 5.904 -2.328  0.19
F5 -0.606 6.111 -3.971  0.19
C7 0.459 1.655 -0.669  -0.29
C8 -0.325 2.879 -0.198  -0.17
N4 0.448 4.103 0.030  0.05
C9 -0.738 0.591 -0.761  -0.14
C10 -1.674 0.678 -1.970  -0.17
C11 -2.739 -0.445 -1.751  -0.21
C12 -4.028 0.119 -1.168  -0.21
C13 -5.058 -0.995 -0.872  -0.20
C14 -5.738 -0.700 0.470  -0.22
C15 -6.779 0.429 0.400  -0.20
C16 -8.180 -0.041 0.810  -0.23
C17 -9.125 1.120 1.136  -0.27
C18 -10.577 0.674 0.926  -0.12
C19 1.451 0.932 0.268  -0.24
C20 0.888 0.186 1.476  -0.11
C21 0.001 0.971 2.482  -0.20
C22 0.614 2.254 3.088  -0.07
C23 2.639 1.902 0.616  -0.05
C24 3.828 1.209 1.243  -0.21
C25 4.894 0.856 0.400  -0.04
C26 6.049 0.243 0.869  -0.03
C27 6.167 -0.037 2.232  -0.26
C28 7.446 -0.659 2.734  -0.05
C29 5.113 0.267 3.090  -0.02
C30 3.966 0.884 2.591  -0.04
H1 3.582 -4.036 0.497  0.07
H2 4.750 -3.063 -0.585  0.07
H3 3.331 -1.470 1.364  0.09
H4 2.478 -1.914 -1.546  0.11
H5 1.245 -1.835 -0.345  0.14
H6 3.140 0.465 -3.624  0.05
H7 2.191 -0.984 -3.395  0.10
H8 -1.026 3.110 -1.002  0.11
H9 -0.941 2.649 0.666  0.12
H10 0.769 4.185 0.986  0.06
H11 -0.173 4.894 -0.094  0.07
H12 -0.358 -0.428 -0.730  0.10
H13 -1.383 0.700 0.104  0.09
H14 -2.231 1.613 -1.954  0.10
H15 -1.205 0.485 -2.932  0.10
H16 -2.918 -0.934 -2.712  0.11
H17 -2.315 -1.210 -1.100  0.08
H18 -4.448 0.812 -1.899  0.11
H19 -3.758 0.646 -0.251  0.11
H20 -4.592 -1.979 -0.866  0.11
H21 -5.821 -0.957 -1.650  0.09
H22 -6.251 -1.610 0.786  0.07
H23 -4.986 -0.455 1.220  0.09
H24 -6.516 1.238 1.088  0.11
H25 -6.827 0.898 -0.587  0.11
H26 -8.111 -0.704 1.672  0.12
H27 -8.623 -0.590 -0.021  0.07
H28 -8.932 1.987 0.501  0.10
H29 -9.030 1.409 2.184  0.11
H30 -10.798 -0.212 1.522  0.07
H31 -11.294 1.463 1.147  0.07
H32 -10.715 0.370 -0.114  0.06
H33 0.330 -0.709 1.216  0.09
H34 1.738 -0.185 2.046  0.10
H35 -0.172 0.288 3.313  0.10
H36 -1.001 1.184 2.120  0.08
H37 1.690 2.317 3.045  0.04
H38 0.114 3.130 2.680  0.06
H39 0.360 2.268 4.149  0.08
H40 2.310 2.782 1.151  0.10
H41 2.993 2.266 -0.348  0.10
H42 4.828 1.091 -0.658  0.11
H43 6.845 -0.003 0.180  0.12
H44 8.197 0.139 2.727  0.09
H45 7.822 -1.428 2.065  0.06
H46 7.369 -0.984 3.768  0.07
H47 5.190 0.044 4.146  0.07
H48 3.175 1.099 3.296  0.10
C31 -8.762 -1.678 -3.392  -0.05
C32 -8.370 -2.335 -2.151  -0.27
N5 -8.063 -2.841 -1.172  0.16
H49 -8.681 -0.598 -3.278  0.08
H50 -8.112 -2.001 -4.203  0.08
H51 -9.791 -1.934 -3.636  0.09
C33 -1.795 -2.764 3.649  -0.05
C34 -2.017 -1.940 2.467  -0.23
N6 -2.214 -1.303 1.532  0.20
H52 -0.772 -2.641 3.999  0.08
H53 -2.484 -2.465 4.437  0.09
H54 -1.966 -3.810 3.404  0.09
C35 4.399 1.354 -7.012  -0.05
C36 4.692 0.604 -5.797  -0.26
N7 4.922 0.021 -4.838  0.14
H55 4.587 2.412 -6.844  0.09
H56 5.034 1.002 -7.823  0.09
H57 3.355 1.217 -7.288  0.09
C37 -6.487 -4.626 2.044  -0.06
C38 -6.044 -3.638 3.022  -0.29
N8 -5.694 -2.849 3.775  0.13
H58 -6.974 -4.124 1.207  0.06
H59 -5.632 -5.188 1.673  0.08
H60 -7.192 -5.314 2.507  0.08
C39 1.285 -3.246 -5.399  -0.06
C40 1.588 -3.983 -4.172  -0.28
N9 1.820 -4.556 -3.208  0.14
H61 1.466 -2.182 -5.250  0.06
H62 1.918 -3.600 -6.210  0.09
H63 0.243 -3.392 -5.672  0.09
C41 7.608 1.709 5.915  -0.05
C42 6.412 0.928 6.208  -0.28
N10 5.478 0.308 6.439  0.14
H64 7.912 1.541 4.883  0.07
H65 7.403 2.767 6.060  0.09
H66 8.417 1.406 6.577  0.09
C43 10.441 -3.205 2.523  -0.07
C44 10.279 -2.503 3.792  -0.29
N11 10.155 -1.953 4.787  0.13
H67 11.484 -3.172 2.214  0.09
H68 10.136 -4.244 2.634  0.09
H69 9.828 -2.734 1.757  0.07

---

A molecular structure, C24H15Cl6N3Pd, computed with wB97M-V/def2-TZVPD.

## Properties
Net charge   +2
E_LUMO (spin up / spin down)   -6.98 / -10.06 eV
Expectation value of S²   6.12
HOMO level (spin up / spin down)   -12.69 / -14.31 eV
Total energy   -3976.11399 hartree
2S+1   5

Last column: Löwdin charge in e.
Atoms and positions in Å:
Pd1 -0.078 -0.032 0.090  0.86
Cl1 -0.393 3.473 -1.757  0.83
C1 -1.684 2.661 -1.012  -0.65
C2 -1.479 1.365 -0.442  -0.19
C3 -2.649 0.656 -0.161  -0.65
Cl2 -2.278 -0.979 0.332  0.83
C4 -3.922 1.143 -0.188  -0.68
Cl3 -5.251 0.219 0.271  0.85
C5 -4.070 2.518 -0.612  -0.64
Cl4 -5.592 3.189 -0.653  0.90
C6 -2.938 3.254 -1.033  -0.70
Cl5 -3.152 4.837 -1.611  0.80
C7 0.702 -5.733 0.852  0.01
C8 -0.398 -4.930 0.490  -0.03
C9 -0.231 -3.598 0.260  -0.03
C10 1.059 -2.989 0.379  -0.23
C11 2.172 -3.836 0.718  0.02
C12 1.977 -5.171 0.954  -0.03
N1 1.208 -1.676 0.137  -0.05
N2 2.552 -1.336 0.004  0.12
C13 2.769 -0.051 -0.106  -0.35
C14 4.111 0.399 -0.234  0.05
C15 4.387 1.745 -0.185  -0.01
C16 3.334 2.630 0.013  0.00
C17 2.028 2.140 0.087  -0.14
N3 1.730 0.859 -0.032  -0.01
H1 0.559 -6.792 1.027  0.13
H2 -1.372 -5.384 0.366  0.13
H3 -1.059 -3.014 -0.103  0.04
H4 3.154 -3.399 0.792  0.11
H5 2.820 -5.795 1.215  0.13
H6 4.879 -0.353 -0.340  0.14
H7 5.404 2.102 -0.269  0.13
H8 3.496 3.694 0.113  0.13
H9 1.207 2.814 0.257  0.08
Cl6 2.812 0.789 3.228  0.77
C18 1.802 -0.608 3.419  -0.60
C19 2.392 -1.787 3.824  -0.09
C20 1.608 -2.917 4.028  -0.06
C21 0.227 -2.858 3.830  -0.07
C22 -0.359 -1.680 3.429  -0.06
C23 0.403 -0.503 3.203  -0.35
C24 -0.229 0.679 2.781  0.01
H10 3.458 -1.815 4.002  0.12
H11 2.072 -3.834 4.365  0.12
H12 -0.384 -3.731 4.016  0.12
H13 -1.435 -1.624 3.306  0.11
H14 0.311 1.612 2.721  0.04
H15 -1.311 0.726 2.800  0.06

---

2 unconnected molecules or ions with the total composition CHN3O2, computed with wB97M-V/def2-TZVPD.

## Properties
Net charge   0
E_LUMO   0.58 eV
SMILES   N#[N+][O-].N=C=O
HOMO level   -11.30 eV
Total energy   -353.39931 hartree

Last column: Löwdin charge in e.
Atoms and positions in Å:
C1 -1.008 -1.038 0.093  -0.36
N1 1.687 1.390 -1.335  0.23
N2 2.005 1.261 -0.265  -0.32
N3 -2.195 -1.134 0.333  0.19
O1 0.110 -1.069 -0.263  0.14
O2 2.160 1.000 0.861  0.09
H1 -2.759 -0.410 0.575  0.04

---

Strongest force on any atom: 0.08686 0.01040 0.06808 (Eh/bohr)